No. 1
Formula: C3HN3
Source: the OMol25 dataset
Level of theory: ωB97M-V with the def2-TZVPD basis set

```
7
Properties=species:S:1:pos:R:3:lowdin_charge:R:1
C 0.7123 0.4511 -0.7304 -0.099
C 1.2468 1.4217 0.0489 -0.258
C 0.1609 -0.3197 -1.4800 0.129
N 1.4350 2.2821 0.7818 0.166
N -1.6374 -1.6364 1.3185 0.006
N -1.6411 -1.5327 2.4454 0.017
H -0.2764 -0.6661 -2.3842 0.040
```

## Properties
- 2S+1: 3
- HOMO-LUMO gap (spin up / spin down): 7.00 / 7.22 eV
- ⟨S²⟩: 2.0137
- HOMO level (spin up / spin down): -6.76 / -11.19 eV


No. 2
Formula: C2H6IOP
Source: the OMol25 dataset
Level of theory: ωB97M-V with the def2-TZVPD basis set

```
11
Properties=species:S:1:pos:R:3:lowdin_charge:R:1
C 1.6495 0.8948 0.7929 -0.292
P 0.0797 1.1648 0.1378 0.799
C -1.0584 -0.2195 0.0276 -0.976
O -0.7792 -0.9941 1.0527 -0.152
I -3.3087 0.1907 -0.2760 0.528
H 2.2754 1.6807 0.3519 -0.012
H 1.7532 0.4573 1.7502 -0.024
H 0.3051 1.7586 -1.1418 -0.013
H -1.4774 -1.6414 1.0016 0.067
H 0.5853 -1.4189 -1.7765 0.034
H -0.0245 -1.8731 -1.9204 0.043
```

## Properties
- HOMO-LUMO gap (spin up / spin down): 7.08 / 7.06 eV
- SMILES: C=[PH]=C(O)I.[H][H]
- HOMO level (spin up / spin down): -7.63 / -7.67 eV


No. 3
Formula: F6H26O13P
Source: the OMol25 dataset
Level of theory: ωB97M-V with the def2-TZVPD basis set

```
46
Properties=species:S:1:pos:R:3:lowdin_charge:R:1
P -0.5863 -0.6979 -0.1528 0.217
F 0.4350 -0.8258 -1.3956 -0.174
F -1.8500 -0.3577 -1.0819 -0.180
F -0.7571 -2.3291 -0.2317 -0.188
F -1.7283 -0.5271 1.0529 -0.224
F 0.6054 -0.8535 0.9715 -0.199
F -0.3375 0.9534 -0.0565 -0.228
O 1.9126 2.7639 3.5160 -0.057
H 1.2961 2.1346 3.1416 0.030
H 1.6483 2.8425 4.4326 0.026
O 4.2827 -1.4129 -3.4653 -0.057
H 4.7026 -1.8153 -2.7051 0.029
H 3.3448 -1.4920 -3.2912 0.026
O -1.0284 -3.5473 5.3505 -0.056
H -1.3524 -3.5589 4.4499 0.029
H -0.5624 -4.3776 5.4486 0.024
O -0.4592 -4.2476 -3.5850 -0.057
H -0.7289 -3.5086 -4.1303 0.023
H -0.0568 -3.8441 -2.8159 0.022
O -1.4769 4.7176 -2.1380 -0.053
H -0.8798 4.0139 -2.3921 0.033
H -2.0636 4.8170 -2.8878 0.024
O -5.9000 1.4726 -3.3406 -0.057
H -6.5215 0.8491 -3.7165 0.024
H -5.2443 0.9263 -2.9073 0.032
O -2.3906 5.9024 1.9212 -0.053
H -2.3001 5.4958 1.0594 0.028
H -3.3309 6.0529 2.0180 0.028
O -2.2390 -6.0816 1.9055 -0.057
H -2.0738 -5.5766 1.1092 0.032
H -3.1718 -5.9566 2.0797 0.026
O -0.2696 -0.6735 -6.1541 -0.051
H 0.2944 0.0993 -6.1244 0.029
H -1.0970 -0.3531 -6.5132 0.025
O 3.7497 4.3424 -1.0831 -0.056
H 3.9223 4.5083 -0.1564 0.026
H 3.6522 3.3920 -1.1427 0.028
O 3.6915 -4.0999 2.3174 -0.053
H 3.4130 -3.2844 2.7341 0.030
H 3.7641 -4.7253 3.0384 0.022
O 5.2668 0.3716 1.3253 -0.055
H 5.3698 0.8993 2.1172 0.026
H 4.3239 0.3678 1.1604 0.028
O -2.5422 2.3455 3.8061 -0.057
H -2.6181 1.7547 3.0568 0.027
H -2.1092 3.1237 3.4552 0.016
```

## Properties
- Total charge: -1
- HOMO-LUMO gap: 11.24 eV
- HOMO level: -8.99 eV


No. 4
Formula: C73H75KN11O4S4Sb
Source: the OMol25 dataset
Level of theory: ωB97M-V with the def2-TZVPD basis set

```
169
Properties=species:S:1:pos:R:3:lowdin_charge:R:1
K 0.4163 -0.1854 0.1875 0.583
C 3.9337 -7.1623 -2.6759 -0.070
C 3.0724 -5.9255 -2.6514 -0.295
C 3.2709 -4.9022 -3.5766 -0.054
C 2.5533 -3.7215 -3.4898 -0.057
C 1.6201 -3.5459 -2.4744 -0.247
C 1.3826 -4.5742 -1.5749 -0.075
C 2.1038 -5.7552 -1.6682 -0.051
S 1.0377 -1.8793 -2.1446 0.495
O -0.1483 -2.0240 -1.2920 -0.550
O 0.7696 -1.2946 -3.4504 -0.335
N 2.2369 -1.3391 -1.3491 -0.223
C 3.1176 -0.3903 -1.9764 -0.190
C 2.8792 1.0798 -1.4764 -0.645
O 3.7072 1.9334 -1.8555 -0.044
O 1.8576 1.2476 -0.7611 -0.246
H 4.2232 -7.4222 -3.6953 0.065
H 3.4125 -8.0129 -2.2345 0.066
H 4.8454 -6.9938 -2.0972 0.078
H 4.0097 -5.0282 -4.3612 0.103
H 2.7084 -2.9112 -4.1922 0.110
H 0.6361 -4.4228 -0.8042 0.093
H 1.9278 -6.5547 -0.9557 0.107
H 2.9715 -0.3357 -3.0641 0.099
H 4.1610 -0.6396 -1.7653 0.108
C -0.0685 -3.0172 2.3810 -0.218
N 1.3146 -2.6490 2.6043 0.040
C 2.1460 -2.9096 1.6584 -0.135
C 3.5548 -2.6564 1.6763 -0.362
C 4.4499 -3.0919 0.6751 -0.110
C 5.7115 -2.6617 1.0678 -0.166
C 5.5097 -1.9800 2.2836 -0.275
N 4.2289 -1.9762 2.6587 0.034
C -0.7731 -3.2234 3.7004 -0.199
C -1.3107 -4.4527 4.0647 -0.053
C -1.9128 -4.6293 5.3050 -0.115
C -1.9459 -3.5845 6.2151 -0.125
C -1.3970 -2.3564 5.8653 -0.093
C -0.8408 -2.1711 4.6104 -0.042
H -0.1178 -3.9452 1.7888 0.109
H -0.5733 -2.2413 1.7647 0.091
H 1.7997 -3.4059 0.7377 0.095
H 4.1815 -3.6377 -0.2194 0.079
H 6.6580 -2.8012 0.5633 0.053
H 6.2700 -1.4921 2.8876 0.058
H -1.2608 -5.2874 3.3735 0.104
H -2.3434 -5.5893 5.5675 0.088
H -2.4043 -3.7255 7.1879 0.085
H -1.4077 -1.5347 6.5726 0.098
H -0.4604 -1.2082 4.3002 0.066
N -1.0902 1.7321 -0.2559 -0.325
S -1.3745 3.1451 -0.1851 0.735
N -1.3934 4.0527 1.2348 -0.369
S -0.6354 4.0934 2.5614 0.826
N -0.2699 2.9222 3.4581 -0.369
S 0.5022 1.4293 3.0822 0.778
N -0.3104 0.4478 2.4053 -0.327
C 0.9908 1.0835 4.7969 -0.302
C 1.5678 -0.1533 5.0132 -0.096
C 2.0200 -0.4780 6.2834 -0.053
C 1.8817 0.4223 7.3283 -0.091
C 1.2878 1.6597 7.1054 -0.093
C 0.8452 1.9951 5.8344 -0.083
C 2.0709 2.0717 2.4209 -0.264
C 3.2577 1.8901 3.1187 -0.048
C 4.4084 2.5112 2.6606 -0.065
C 4.3769 3.2851 1.5096 -0.061
C 3.1999 3.4258 0.7976 -0.054
C 2.0428 2.8188 1.2583 -0.109
C -1.7524 5.0468 3.5783 -0.273
C -2.2825 6.2282 3.0729 -0.062
C -3.1224 6.9904 3.8626 -0.077
C -3.4375 6.5778 5.1535 -0.085
C -2.9049 5.3938 5.6470 -0.073
C -2.0602 4.6271 4.8626 -0.057
C 0.7226 5.2741 2.4808 -0.285
C 0.8163 6.1914 1.4467 -0.055
C 1.8394 7.1242 1.4657 -0.062
C 2.7482 7.1458 2.5144 -0.075
C 2.6284 6.2356 3.5590 -0.064
C 1.6114 5.3004 3.5470 -0.055
C -0.4507 4.3410 -1.1842 -0.305
C -1.0155 5.5819 -1.4668 -0.109
C -0.2706 6.5153 -2.1671 -0.099
C 1.0286 6.2032 -2.5660 -0.087
C 1.5804 4.9710 -2.2600 -0.058
C 0.8364 4.0219 -1.5677 -0.077
C -3.0775 3.5331 -0.6876 -0.300
C -4.0731 3.8918 0.2047 -0.075
C -5.3840 3.9951 -0.2411 -0.080
C -5.6892 3.7537 -1.5725 -0.095
C -4.6816 3.4083 -2.4653 -0.077
C -3.3764 3.2861 -2.0210 -0.066
H 1.6771 -0.8588 4.2020 0.092
H 2.4961 -1.4391 6.4289 0.116
H 2.2466 0.1683 8.3171 0.094
H 1.1838 2.3685 7.9190 0.093
H 0.3914 2.9606 5.6498 0.071
H 3.3015 1.2488 3.9857 0.102
H 5.3366 2.3756 3.2011 0.101
H 5.2837 3.7541 1.1476 0.104
H 3.1807 3.9918 -0.1228 0.100
H 1.1223 2.8975 0.7016 0.063
H -2.0370 6.5250 2.0609 0.111
H -3.5365 7.9119 3.4736 0.102
H -4.0913 7.1805 5.7703 0.098
H -3.1531 5.0715 6.6501 0.104
H -1.6400 3.6911 5.2093 0.091
H 0.1176 6.1474 0.6202 0.087
H 1.9343 7.8291 0.6493 0.105
H 3.5541 7.8688 2.5158 0.099
H 3.3383 6.2510 4.3755 0.106
H 1.5103 4.5661 4.3364 0.105
H -2.0204 5.8107 -1.1320 0.109
H -0.6926 7.4848 -2.4050 0.094
H 1.6042 6.9310 -3.1266 0.095
H 2.5883 4.7136 -2.5614 0.113
H 1.2573 3.0472 -1.3196 0.075
H -3.8172 4.0902 1.2368 0.088
H -6.1703 4.2598 0.4551 0.100
H -6.7136 3.8317 -1.9152 0.096
H -4.9181 3.2291 -3.5065 0.104
H -2.5787 3.0040 -2.7001 0.106
C -2.2814 -2.3735 -3.8726 -0.198
C -3.2469 -1.3939 -3.2081 -0.429
Sb -2.8789 -1.0437 -1.0430 1.485
C -3.2886 -3.1854 -0.7252 -0.426
C -3.6329 -3.5775 0.7084 -0.205
C -5.0210 -0.5082 -0.6958 -0.444
C -6.0062 -0.5669 -1.8561 -0.222
H -2.5024 -2.4756 -4.9422 0.065
H -2.3746 -3.3626 -3.4206 0.059
H -1.2426 -2.0760 -3.7523 0.018
H -4.2637 -1.7720 -3.3135 0.019
H -3.2166 -0.4145 -3.6988 0.025
H -2.3687 -3.6812 -1.0409 0.033
H -4.0964 -3.4766 -1.4030 0.045
H -2.8352 -3.2851 1.3964 0.044
H -3.7726 -4.6589 0.7999 0.062
H -4.5684 -3.1059 1.0283 0.042
H -4.9834 0.5016 -0.2823 0.007
H -5.3708 -1.1607 0.1106 0.019
H -5.6916 0.0821 -2.6762 0.050
H -7.0048 -0.2429 -1.5407 0.054
H -6.1001 -1.5828 -2.2469 0.049
N -0.6860 0.6780 -4.6786 0.126
C -0.3596 1.4487 -3.5952 -0.149
N 0.5967 2.2925 -3.8446 0.163
C 1.0095 2.0116 -5.1315 -0.220
C 2.0454 2.5598 -5.8800 -0.017
C 2.2477 2.0686 -7.1580 -0.121
C 1.4514 1.0435 -7.6826 -0.125
C 0.4227 0.4808 -6.9464 -0.030
C 0.2188 0.9734 -5.6647 -0.204
H -1.2188 -0.1722 -4.6235 0.106
H -0.8631 1.3628 -2.6347 0.097
H 2.6801 3.3231 -5.4496 0.106
H 3.0499 2.4748 -7.7631 0.085
H 1.6528 0.6794 -8.6832 0.085
H -0.1725 -0.3339 -7.3412 0.102
N -3.8785 -0.5433 2.6975 0.003
C -3.9455 -0.1849 3.9961 -0.119
C -3.5495 1.1278 4.0533 -0.079
C -3.2538 1.4659 2.7166 -0.188
N -3.4587 0.4492 1.9064 0.044
H -3.9989 -1.4613 2.3032 0.111
H -4.2596 -0.8728 4.7601 0.105
H -3.4700 1.7561 4.9247 0.077
H -2.8820 2.3955 2.3308 0.053
```

## Properties
- Total charge: -2
- HOMO-LUMO gap: 4.37 eV
- HOMO level: -1.24 eV